ORCA calculation (wB97M-V/def2-TZVPD) on the molecule C30H28N4O6.

As for the SMILES: COc1ccc(/C=C2\CCCc3c2nc2ccccc2c3C(=O)OCC(=O)c2c(N)n(C)c(=O)n(C)c2=O)cc1. Its energy relative to the best compared isomer or geometry (same formula, charge and spin) is 20.31 kcal per mole.

Last column: natural (NBO) charge in e.
Positions of all 68 atoms, in Å:
C -9.482022 0.583288 1.463871  -0.2519
O -8.903994 -0.318299 0.552344  -0.4900
C -7.552597 -0.303760 0.389255  0.3078
C -6.674069 0.542444 1.056218  -0.3306
C -5.315849 0.476180 0.800670  -0.1116
C -4.790921 -0.433956 -0.114575  -0.1281
C -3.374089 -0.551780 -0.404991  -0.1342
C -2.453423 0.427056 -0.488390  -0.0474
C -2.768329 1.889505 -0.361831  -0.4373
C -1.880095 2.703770 -1.295008  -0.3852
C -0.423046 2.504295 -0.900260  -0.4304
C -0.054059 1.052593 -0.944681  0.0153
C -1.064866 0.060276 -0.770503  0.1965
N -0.791504 -1.225266 -0.811529  -0.4048
C 0.451685 -1.650056 -1.065840  0.1348
C 0.680027 -3.042872 -1.116381  -0.1855
C 1.926070 -3.529222 -1.389095  -0.2029
C 2.989518 -2.646724 -1.627746  -0.1970
C 2.805927 -1.291893 -1.564702  -0.2314
C 1.537121 -0.753520 -1.275916  -0.0110
C 1.241614 0.635406 -1.164006  -0.1102
C 2.386420 1.588732 -1.155455  0.7966
O 3.354856 1.544106 -1.877277  -0.5935
O 2.265419 2.453750 -0.144511  -0.4884
C 3.420850 3.193250 0.213423  -0.1647
C 4.677106 2.334756 0.303529  0.5809
O 5.737297 2.801997 -0.098054  -0.6079
C 4.530969 0.983207 0.806940  -0.4561
C 5.485740 0.022957 0.449213  0.5369
N 6.636779 0.382277 -0.119251  -0.7732
N 5.253609 -1.296701 0.695659  -0.4333
C 6.224585 -2.301504 0.309874  -0.4361
C 4.075079 -1.755987 1.290343  0.8216
O 3.869715 -2.939051 1.435154  -0.6188
N 3.211969 -0.797331 1.726150  -0.4691
C 2.011798 -1.278822 2.389685  -0.4185
C 3.389265 0.590552 1.603105  0.6902
O 2.628488 1.342853 2.175817  -0.6138
C -5.684563 -1.305231 -0.749878  -0.1555
C -7.036999 -1.234865 -0.516666  -0.2565
H -9.119617 0.412977 2.482981  0.1761
H -9.289916 1.622889 1.178771  0.1758
H -10.553597 0.393295 1.427662  0.2008
H -7.033256 1.255247 1.782231  0.2177
H -4.652574 1.115449 1.361232  0.2040
H -3.025038 -1.555379 -0.610947  0.2328
H -3.820889 2.057582 -0.596920  0.2284
H -2.592080 2.219650 0.667115  0.2067
H -2.140406 3.761981 -1.234244  0.2129
H -2.033535 2.375116 -2.325707  0.2025
H 0.233059 3.076520 -1.558668  0.2196
H -0.266759 2.872175 0.118224  0.2293
H -0.160218 -3.694919 -0.936888  0.2245
H 2.102919 -4.593330 -1.425959  0.2167
H 3.962913 -3.050425 -1.864418  0.2070
H 3.626224 -0.620480 -1.766660  0.2359
H 3.615695 3.985817 -0.517920  0.2134
H 3.192516 3.623260 1.191284  0.2409
H 7.221475 -0.284406 -0.590481  0.4006
H 6.699824 1.384405 -0.333330  0.4542
H 6.363654 -2.314953 -0.772798  0.1982
H 5.823343 -3.263838 0.625525  0.2717
H 7.177299 -2.123568 0.810471  0.2089
H 1.371130 -1.787777 1.668784  0.2158
H 1.499254 -0.414808 2.805674  0.2462
H 2.284299 -1.979941 3.176947  0.2165
H -5.300398 -2.032636 -1.449815  0.2133
H -7.726807 -1.896345 -1.016835  0.2242

Cartesian forces (eV/Å) of the 2 atoms listed first:
C -0.086 0.158 0.158
O 0.217 -0.201 -0.210



ORCA calculation (wB97M-V/def2-TZVPD) on the molecule C6H8 at a distorted geometry.

As for the SMILES: C=CCC#CC. Its energy relative to the best compared isomer or geometry (same formula, charge and spin) is 48.59 kcal per mole.

Last column: natural (NBO) charge in e.
Positions of all 14 atoms, in Å:
C -2.988082 -0.307538 -0.071112  -0.3921
C -1.676032 -0.374261 -0.019828  -0.1582
C -0.813713 0.817957 0.043085  -0.5422
C 0.543392 0.483975 -0.052655  -0.0128
C 1.733936 0.077440 0.023236  -0.0018
C 3.110814 -0.271583 -0.029180  -0.6950
H -3.588404 0.580713 -0.195382  0.1957
H -3.530620 -1.278002 0.134040  0.2011
H -1.197789 -1.339237 0.139341  0.2084
H -1.152250 1.463024 -0.758064  0.2410
H -0.867700 1.355035 1.002292  0.2458
H 3.748284 0.592380 -0.237681  0.2394
H 3.321186 -0.862773 0.877187  0.2375
H 3.356978 -0.937135 -0.855273  0.2332

Cartesian forces (eV/Å) of the 2 atoms listed first:
C -1.227 -2.091 0.455
C -0.455 -0.643 0.934



ORCA calculation (wB97M-V/def2-TZVPD) on a structure of composition C33H60F6N6O10S2.

Last column: Mulliken charge in e.
Positions of all 117 atoms, in Å:
C -4.947978 -3.821862 4.410024  -1.0409
C -5.815235 -3.737234 3.159992  -0.8655
C -5.438492 -2.586924 2.206371  -0.3800
F -4.253235 -1.966725 2.612661  -0.2399
C -5.297760 -2.990097 0.764579  -0.3718
C -4.273000 -3.735400 0.282120  0.4078
C -3.181008 -4.141979 1.243962  -1.8796
C -2.120531 -3.028125 1.451548  0.9477
C -0.655739 -3.482454 1.432660  -1.2854
C 0.063745 -3.104238 0.157749  0.4938
O -0.206973 -2.130763 -0.495079  -0.5765
O 1.104320 -3.888903 -0.204057  -0.5327
C -4.264338 -4.107698 -1.137852  -0.2063
S -2.965502 -5.174175 -1.760221  1.2249
O -1.726986 -4.856689 -1.110032  -0.4869
O -3.446182 -6.522575 -1.743684  -0.7121
C -2.537024 -4.768603 -3.542383  0.7054
F -2.722124 -3.473571 -3.823962  -0.2409
F -3.235593 -5.543111 -4.368199  -0.2533
C -1.030721 -5.085860 -3.791986  0.4221
F -0.716827 -6.303871 -3.376902  -0.2721
F -0.244598 -4.197434 -3.216238  -0.0653
F -0.830580 -5.024946 -5.112229  -0.2791
C -5.252299 -3.746988 -1.998107  0.3841
N -5.279546 -4.187062 -3.347660  -0.4205
C -6.299665 -2.944826 -1.486235  0.6920
N -7.335542 -2.485091 -2.189526  -0.7095
S -8.226258 -1.646380 -1.167412  0.1381
N -7.377997 -1.807895 0.176133  -0.6260
C -6.313982 -2.559772 -0.125772  0.5387
H -3.978321 -4.269971 4.201703  0.2833
H -5.433261 -4.421685 5.176177  0.4463
H -4.756636 -2.839140 4.835640  0.1687
H -5.732513 -4.679790 2.617199  0.3667
H -6.860903 -3.635265 3.437901  0.5129
H -6.221472 -1.835833 2.265024  0.7195
H -3.654083 -4.344496 2.204356  -0.2158
H -2.724476 -5.074587 0.947703  1.4499
H -2.301637 -2.585264 2.424185  -1.0195
H -2.227402 -2.243791 0.708600  0.6467
H -0.546269 -4.541865 1.661879  0.6876
H -0.134658 -2.933036 2.221761  0.5346
H 1.182402 -4.622957 0.413820  0.3985
H -5.052911 -3.401588 -3.951600  0.2962
H -6.240076 -4.421135 -3.579071  0.3407
C 0.290359 -1.748808 -5.978321  -0.4913
O -0.116219 -0.913821 -4.916522  -0.4331
C 0.485215 -1.228387 -3.659129  -0.6609
C 1.427769 -0.134240 -3.216806  -0.0084
N 2.612409 -0.073169 -4.064479  -0.3196
C 3.473826 1.079469 -3.820961  -0.9299
C 2.916847 2.472869 -4.084839  0.0822
O 2.660621 2.740956 -5.454941  -0.4554
C 1.400518 2.320005 -5.935730  -0.5754
H -0.327962 -1.502242 -6.840771  0.2689
H 1.341905 -1.597306 -6.248289  0.3198
H 0.142949 -2.806092 -5.733636  0.0921
H 1.004872 -2.188222 -3.707966  0.4193
H -0.313755 -1.317155 -2.921429  0.1116
H 1.735777 -0.339696 -2.187950  0.4280
H 0.862183 0.808751 -3.216175  0.1416
H 2.321763 -0.063959 -5.033441  0.1295
H 4.363603 0.959431 -4.444835  0.4159
H 3.809987 1.039097 -2.779146  0.3444
H 3.671167 3.194289 -3.773146  0.1012
H 2.021450 2.683117 -3.486818  0.2248
H 0.634582 2.369217 -5.156885  0.2781
H 1.428827 1.302329 -6.336984  0.1853
H 1.116545 2.990659 -6.747859  0.3099
C 7.012321 5.608178 1.607509  -0.7263
O 6.097367 6.646567 1.322994  -0.3420
C 6.641688 7.726335 0.574750  -0.7981
C 6.030515 7.794758 -0.806792  -0.2038
N 6.448675 6.665343 -1.624740  -0.3146
C 5.756039 6.546690 -2.903455  -0.7785
C 4.254438 6.288665 -2.885364  -0.5313
O 3.891651 5.017416 -2.379384  -0.2932
C 3.753577 4.930390 -0.973820  -0.6940
H 6.516745 4.919164 2.289128  0.2401
H 7.309468 5.058252 0.707740  0.3006
H 7.912530 5.994613 2.095020  0.3488
H 7.730217 7.639406 0.510189  0.4066
H 6.406125 8.650196 1.110511  0.3875
H 6.356218 8.720371 -1.290892  0.3690
H 4.939817 7.849841 -0.682165  0.1779
H 6.313182 5.811703 -1.098824  0.0958
H 6.223705 5.726930 -3.453996  0.3879
H 5.939675 7.459344 -3.479441  0.4012
H 3.908747 6.302729 -3.922413  0.3772
H 3.701004 7.074960 -2.357819  0.3689
H 3.412140 5.874478 -0.541837  0.3103
H 4.685691 4.631080 -0.485769  0.2328
H 3.009308 4.160392 -0.765878  0.2932
C 0.251902 3.024348 5.195071  -0.6988
O 0.510343 2.019460 6.154648  -0.3527
C -0.577515 1.738577 7.025632  -0.7784
C -1.122481 0.348857 6.783458  -0.2345
N -1.784488 0.260671 5.489626  -0.2567
C -2.164414 -1.088944 5.087202  -0.6876
C -1.061015 -2.117046 4.862334  -0.7731
O -0.243425 -1.861280 3.736538  -0.3570
C 0.854564 -0.994958 3.954999  -0.7485
H 1.191772 3.236062 4.688512  0.2311
H -0.484783 2.706487 4.449085  0.2951
H -0.103950 3.943935 5.669433  0.3516
H -1.366782 2.487120 6.909840  0.4199
H -0.202414 1.796651 8.051317  0.3982
H -1.847942 0.112105 7.567758  0.3372
H -0.283582 -0.354853 6.881734  0.1834
H -1.174484 0.652030 4.783135  0.1249
H -2.731995 -1.005377 4.159662  0.3152
H -2.848646 -1.492371 5.841236  0.3678
H -1.551235 -3.074236 4.657146  0.3256
H -0.442268 -2.267712 5.755650  0.5338
H 1.244990 -1.089762 4.971725  0.3416
H 0.593618 0.050716 3.770219  0.1624
H 1.638015 -1.273727 3.250312  0.3782

Cartesian forces (eV/Å) of the 2 atoms listed first:
C -0.011 0.200 0.228
C 0.317 -0.339 -0.152



Computed values of total energy (unit: eV) for the preceding records, in sequence: -49812.042; -6348.677; -102580.351.
Computed values of HOMO energy (unit: eV) for the preceding records, in sequence: -7.68; -8.97; -8.02.